(1)
67
Properties=species:S:1:pos:R:3:nbo_charge:R:1 method="wB97M-V/def2-TZVPD" charge=0 max_force_ev_per_a=4.04 s2=6.2476 orbital_gap_ha="0.19241 / 0.22709" lumo_energy_ev="0.0 / -0.1" multiplicity=5
C -0.894 2.414 -3.409 -0.206
C -0.895 1.325 -2.535 0.238
N 0.237 0.930 -1.876 -0.529
C 1.364 1.627 -2.116 0.246
C 1.448 2.735 -2.963 -0.243
C 0.285 3.100 -3.633 -0.152
C -2.154 0.507 -2.385 -0.759
P -2.015 -0.658 -0.913 0.862
Mn 0.206 -0.415 -0.116 0.821
P 2.515 -0.505 -0.721 1.160
C 2.584 1.209 -1.371 -0.756
C -0.056 -2.238 0.690 -0.411
C -0.635 -2.077 1.943 -0.261
C -0.622 -3.131 2.859 -0.195
C -0.032 -4.349 2.490 -0.252
C 0.504 -4.515 1.198 -0.220
C 0.482 -3.453 0.280 -0.294
O -2.041 -1.616 -5.037 -0.928
O 0.752 -2.015 -3.518 -0.926
H -1.829 2.626 -3.958 0.222
H 2.387 3.288 -3.060 0.232
H 0.290 3.950 -4.304 0.223
C -3.034 0.286 0.226 -0.949
C -2.970 -2.119 -1.361 -0.948
H 3.504 1.210 -1.965 0.240
H 2.801 1.836 -0.493 0.278
H -2.395 -0.102 -3.203 0.260
H -3.003 1.196 -2.170 0.239
C 3.444 -0.681 0.795 -0.963
C 3.223 -1.575 -1.985 -0.976
H -1.087 -1.134 2.221 0.187
H -1.058 -3.000 3.855 0.203
H -0.004 -5.183 3.203 0.206
H 0.951 -5.470 0.901 0.197
H 0.903 -3.573 -0.717 0.180
H -0.172 -1.850 -3.186 0.458
H 0.576 -2.986 -3.815 0.484
H -1.268 -1.761 -4.421 0.452
H -1.713 -0.880 -5.584 0.476
H 1.245 -1.357 -0.921 -0.046
H -4.000 0.469 -0.249 0.221
H -3.162 -0.265 1.162 0.251
H -2.557 1.248 0.437 0.258
H -4.044 -1.907 -1.354 0.231
H -2.724 -2.492 -2.361 0.239
H -2.773 -2.927 -0.652 0.266
H 4.199 -1.142 -2.226 0.220
H 3.296 -2.588 -1.565 0.254
H 2.550 -1.589 -2.855 0.285
H 4.510 -0.650 0.517 0.225
H 3.208 0.144 1.484 0.291
H 3.202 -1.624 1.307 0.282
O -1.183 3.510 1.808 -0.710
C -0.755 3.309 3.064 0.432
C -1.163 4.213 4.057 -0.313
C -0.766 4.029 5.379 -0.174
C 0.049 2.931 5.725 -0.277
C 0.483 2.029 4.751 -0.131
C 0.075 2.212 3.418 -0.294
C 0.505 1.247 2.388 0.765
O 1.145 0.209 2.702 -0.687
O 0.138 1.520 1.159 -0.859
H -0.687 2.767 1.307 0.497
H -1.774 5.060 3.769 0.217
H -1.104 4.727 6.157 0.211
H 0.379 2.792 6.764 0.209
H 1.132 1.171 4.980 0.239

---

(2)
64
Properties=species:S:1:pos:R:3:nbo_charge:R:1 method="wB97M-V/def2-TZVPD" charge=+1 max_force_ev_per_a=0.93 smiles="CCOc1ccc(OCC)c(NC(=O)C[NH+]2CCN(c3ccc(C)cc3C)CC2)c1" orbital_gap_ha=0.31500 lumo_energy_ev=-2.0
C 1.655 -3.560 -8.071 -0.619
C 1.818 -3.789 -6.578 -0.066
O 0.737 -3.136 -5.923 -0.489
C 0.625 -3.221 -4.586 0.317
C 1.511 -3.873 -3.733 -0.288
C 1.285 -3.898 -2.367 -0.214
C 0.178 -3.280 -1.803 0.243
O -0.137 -3.276 -0.468 -0.528
C 0.568 -4.134 0.422 -0.065
C 1.843 -3.495 0.965 -0.638
C -0.710 -2.611 -2.660 0.073
N -1.904 -2.016 -2.173 -0.570
C -2.050 -1.087 -1.244 0.684
O -3.133 -0.658 -0.858 -0.626
C -0.795 -0.451 -0.615 -0.335
N -1.319 0.501 0.376 -0.400
C -0.953 1.914 0.165 -0.238
C -1.815 2.789 1.093 -0.224
N -1.636 2.438 2.476 -0.457
C -0.655 3.137 3.225 0.092
C 0.483 2.512 3.725 -0.238
C 1.414 3.215 4.467 -0.209
C 1.241 4.567 4.721 -0.002
C 2.237 5.342 5.524 -0.629
C 0.090 5.178 4.241 -0.220
C -0.868 4.491 3.513 0.068
C -2.118 5.204 3.090 -0.660
C -1.866 1.041 2.710 -0.221
C -1.061 0.116 1.776 -0.240
C -0.490 -2.594 -4.025 -0.237
H 0.708 -3.970 -8.410 0.219
H 2.464 -4.046 -8.607 0.223
H 1.671 -2.496 -8.290 0.218
H 2.771 -3.370 -6.228 0.175
H 1.795 -4.862 -6.351 0.177
H 2.382 -4.376 -4.118 0.234
H 1.990 -4.427 -1.747 0.221
H 0.783 -5.090 -0.064 0.188
H -0.135 -4.315 1.240 0.199
H 1.608 -2.598 1.534 0.202
H 2.523 -3.226 0.161 0.214
H 2.343 -4.198 1.624 0.233
H -2.765 -2.338 -2.603 0.430
H -0.186 -1.226 -0.147 0.277
H -0.206 0.048 -1.386 0.251
H -2.375 0.389 0.193 0.476
H -1.133 2.182 -0.877 0.230
H 0.107 2.046 0.399 0.224
H -1.548 3.832 0.941 0.243
H -2.870 2.655 0.819 0.204
H 0.652 1.459 3.557 0.193
H 2.286 2.702 4.846 0.215
H 2.395 6.329 5.095 0.223
H 1.870 5.477 6.542 0.228
H 3.190 4.821 5.574 0.219
H -0.077 6.223 4.458 0.213
H -2.393 5.938 3.843 0.232
H -1.970 5.741 2.152 0.216
H -2.940 4.504 2.966 0.224
H -1.635 0.805 3.749 0.244
H -2.934 0.839 2.546 0.206
H -1.372 -0.920 1.924 0.232
H 0.012 0.204 1.962 0.216
H -1.187 -2.099 -4.681 0.235

---

(3)
75
Properties=species:S:1:pos:R:3:lowdin_spin:R:1 method="wB97M-V/def2-TZVPD" charge=0 max_force_ev_per_a=3.95 s2=6.0285 orbital_gap_ha="0.21167 / 0.17087" lumo_energy_ev="0.3 / -1.5" multiplicity=5
Pt -1.452 -0.739 0.130 1.419
Cl 3.820 -3.792 3.138 0.009
C 2.279 -3.040 2.908 0.038
C 1.168 -3.362 3.758 0.040
Cl 1.371 -4.278 5.222 0.009
C -0.147 -3.006 3.410 0.028
Cl -1.559 -3.350 4.280 0.007
C -0.418 -2.298 2.220 0.044
O -1.536 -1.870 1.816 0.235
C 0.774 -1.906 1.417 0.053
O 0.574 -1.068 0.423 0.272
C 2.121 -2.322 1.719 0.031
Cl 3.414 -2.005 0.590 0.006
C -1.280 2.983 -1.975 0.015
N -0.346 1.882 -2.237 0.046
C 0.935 2.161 -2.885 0.004
C 1.466 0.769 -3.272 0.003
N 0.533 -0.120 -2.570 0.026
C 0.906 -1.512 -2.432 0.004
C -0.620 0.535 -2.253 0.075
N -1.700 -0.147 -1.774 0.083
C -3.098 0.256 -2.172 0.010
C -4.002 0.226 -0.934 0.005
N -3.478 -0.761 0.039 0.100
C -4.230 -1.692 0.655 0.076
N -4.981 -1.564 1.764 0.035
C -5.157 -0.406 2.631 0.003
C -5.425 -2.849 2.328 0.005
C -5.061 -3.837 1.232 0.004
N -4.260 -3.041 0.310 0.031
C -3.636 -3.570 -0.921 0.009
H -0.833 3.641 -1.200 0.008
H -2.223 2.653 -1.535 0.003
H -1.387 3.557 -2.958 0.001
H 1.592 2.745 -2.197 0.001
H 0.721 2.761 -3.807 0.001
H 2.492 0.664 -2.948 0.000
H 1.433 0.529 -4.332 0.001
H 0.208 -2.090 -1.814 0.003
H 1.937 -1.596 -1.992 0.001
H 0.940 -1.984 -3.393 0.001
H -3.381 -0.473 -2.940 0.001
H -3.116 1.304 -2.615 0.002
H -5.026 -0.066 -1.211 0.001
H -4.091 1.270 -0.484 0.003
H -4.651 0.520 2.263 0.001
H -4.772 -0.573 3.678 0.001
H -6.203 -0.243 2.734 0.001
H -6.472 -2.762 2.520 0.001
H -4.960 -3.004 3.310 0.002
H -5.972 -4.321 0.802 0.001
H -4.413 -4.608 1.646 0.001
H -3.728 -2.707 -1.578 0.001
H -4.108 -4.468 -1.352 0.000
H -2.581 -3.813 -0.837 0.005
O 4.731 4.632 -2.096 0.000
C 5.140 4.199 -1.043 0.000
C 6.374 3.252 -0.939 0.000
C 5.879 1.969 -0.275 0.000
C 5.109 1.971 1.086 0.000
C 3.615 2.179 0.968 0.001
C 3.377 3.670 0.633 0.001
N 4.523 4.424 0.200 0.000
H 7.276 3.638 -0.420 0.000
H 6.658 3.155 -2.006 0.000
H 6.728 1.236 -0.084 0.000
H 5.219 1.442 -1.003 0.000
H 5.558 2.631 1.822 0.000
H 5.273 1.025 1.594 0.000
H 3.041 1.975 1.888 0.000
H 3.175 1.483 0.230 0.001
H 3.104 4.164 1.572 0.000
H 2.605 3.817 -0.103 0.000
H 5.209 4.666 0.897 0.000
S -0.973 1.261 0.755 1.233

---

(4)
65
Properties=species:S:1:pos:R:3:nbo_charge:R:1 method="wB97M-V/def2-TZVPD" charge=0 max_force_ev_per_a=0.61 s2=0.7602 orbital_gap_ha="0.26533 / 0.19590" lumo_energy_ev="-0.1 / -2.0" multiplicity=2
Ir -0.199 0.546 -0.395 0.451
C -0.596 -0.926 1.226 -0.337
C 0.282 0.117 1.725 -0.035
C 1.502 0.056 0.927 0.038
C 1.306 -1.032 -0.010 -0.334
C 0.051 -1.658 0.200 0.022
C -0.369 -3.028 -0.300 -0.066
C 0.201 -3.358 -1.681 -0.604
C 0.248 -4.005 0.720 -0.591
C -1.885 -3.233 -0.292 -0.607
C 2.872 0.735 1.077 -0.111
C 3.458 0.414 2.462 -0.597
C 3.852 0.141 0.052 -0.606
C 2.859 2.252 0.843 -0.612
C -0.093 0.842 3.019 -0.077
C 0.399 2.284 3.124 -0.607
C 0.452 0.002 4.190 -0.598
C -1.619 0.873 3.198 -0.599
H -1.566 -1.158 1.632 0.255
H 2.036 -1.352 -0.733 0.259
H 1.273 -3.165 -1.734 0.208
H -0.293 -2.795 -2.472 0.219
H 0.050 -4.418 -1.889 0.216
H 1.337 -3.931 0.724 0.211
H -0.026 -5.030 0.462 0.215
H -0.113 -3.797 1.729 0.210
H -2.399 -2.543 -0.957 0.221
H -2.298 -3.127 0.713 0.206
H -2.109 -4.246 -0.630 0.217
H 3.369 -0.650 2.691 0.206
H 2.984 0.980 3.260 0.205
H 4.518 0.673 2.468 0.215
H 4.028 -0.923 0.224 0.200
H 4.810 0.655 0.147 0.217
H 3.496 0.292 -0.968 0.226
H 1.969 2.739 1.225 0.223
H 2.904 2.463 -0.224 0.229
H 3.735 2.703 1.316 0.206
H 1.481 2.366 3.151 0.211
H 0.017 2.718 4.050 0.212
H 0.025 2.883 2.291 0.226
H 1.537 -0.057 4.197 0.215
H 0.059 -1.016 4.141 0.207
H 0.130 0.441 5.136 0.213
H -2.128 1.346 2.359 0.220
H -1.854 1.451 4.093 0.217
H -2.037 -0.123 3.345 0.201
Se 1.074 1.621 -2.250 -0.226
Se 0.838 3.907 -1.906 -0.139
Te -1.637 3.912 -1.958 0.311
Se -1.885 2.221 -0.147 -0.096
Cl -4.213 2.808 -6.435 -0.013
C -3.392 1.957 -5.156 -0.042
C -4.060 1.698 -3.970 -0.262
C -3.397 1.030 -2.955 -0.153
C -2.076 0.602 -3.086 -0.067
C -1.430 -0.174 -1.986 -0.584
C -1.443 0.867 -4.297 -0.183
C -2.088 1.544 -5.328 -0.236
H -5.086 2.018 -3.848 0.225
H -3.923 0.835 -2.026 0.205
H -0.746 -0.898 -2.410 0.197
H -2.192 -0.630 -1.368 0.195
H -0.426 0.536 -4.448 0.224
H -1.577 1.745 -6.260 0.227

---

(5)
70
Properties=species:S:1:pos:R:3:nbo_charge:R:1 method="wB97M-V/def2-TZVPD" charge=+1 max_force_ev_per_a=5.48 orbital_gap_ha=0.30903 lumo_energy_ev=-2.9
C 4.073 3.207 0.153 -0.664
C 2.831 3.221 -0.862 -0.080
O 2.384 1.832 -1.054 -0.558
C 1.744 1.368 0.150 -0.092
C 0.379 0.533 -0.124 -0.108
N -0.689 1.503 -0.545 -0.407
C -1.650 1.921 0.534 -0.238
C -2.620 0.780 1.088 -0.541
C -4.003 0.617 0.296 0.991
F -4.227 1.581 -0.709 -0.319
F -5.106 0.725 1.205 -0.323
F -4.060 -0.737 -0.196 -0.344
C -1.372 1.120 -1.857 -0.261
C -0.146 0.709 -2.823 -0.105
O 0.284 -0.608 -2.454 -0.511
C 0.574 -0.775 -1.042 0.561
C -0.468 -1.882 -0.529 -0.572
C -0.645 -3.138 -1.531 0.783
O -0.236 -4.299 -1.255 -0.507
O -1.345 -3.035 -2.796 -0.706
O 1.959 -1.117 -0.986 -0.524
C 2.325 -2.188 -0.104 -0.106
C 2.224 -1.859 1.484 -0.669
H 3.764 2.920 1.221 0.211
H 4.593 4.238 0.211 0.235
H 4.817 2.425 -0.265 0.247
H 1.950 3.880 -0.512 0.153
H 3.189 3.693 -1.851 0.219
H 1.433 2.266 0.819 0.175
H 2.515 0.784 0.752 0.250
H 0.070 0.150 0.924 0.245
H -0.175 2.380 -0.798 0.452
H -2.245 2.830 0.142 0.263
H -1.038 2.328 1.429 0.252
H -2.061 -0.221 1.242 0.266
H -2.916 1.102 2.160 0.295
H -1.801 2.107 -2.281 0.246
H -2.168 0.319 -1.734 0.250
H 0.669 1.503 -2.912 0.222
H -0.611 0.622 -3.881 0.239
H -0.316 -2.253 0.536 0.267
H -1.508 -1.370 -0.531 0.226
H -2.304 -2.924 -2.556 0.487
H 3.463 -2.349 -0.268 0.217
H 1.880 -3.224 -0.370 0.217
H 3.071 -1.102 1.703 0.234
H 2.533 -2.824 2.038 0.250
H 1.210 -1.468 1.819 0.180
N 6.113 0.088 1.443 -0.447
C 6.634 -0.851 0.636 0.028
C 7.978 -1.183 0.606 -0.256
C 8.841 -0.505 1.455 -0.156
C 8.330 0.472 2.298 -0.255
C 6.970 0.728 2.256 0.030
H 5.921 -1.352 -0.011 0.186
H 8.342 -1.952 -0.064 0.228
H 9.900 -0.735 1.460 0.226
H 8.975 1.021 2.973 0.228
H 6.523 1.480 2.898 0.192
N -8.986 -0.401 1.468 -0.410
C -9.923 -0.992 0.710 0.038
C -9.653 -1.640 -0.485 -0.258
C -8.340 -1.678 -0.928 -0.166
C -7.350 -1.073 -0.165 -0.277
C -7.722 -0.453 1.017 0.027
H -10.935 -0.933 1.097 0.200
H -10.450 -2.103 -1.054 0.226
H -8.088 -2.175 -1.859 0.216
H -6.316 -1.084 -0.482 0.208
H -6.989 0.030 1.649 0.192

---

(6)
65
Properties=species:S:1:pos:R:3:nbo_charge:R:1 method="wB97M-V/def2-TZVPD" charge=+1 max_force_ev_per_a=0.77 smiles="C/C=C/c1ccc(OC[C@H](O)CNC[C@@H](c2ccc(OC)cc2)[NH+](C)C)c(OC)c1" orbital_gap_ha=0.29010 lumo_energy_ev=-1.9
C -10.199 -0.330 1.065 -0.639
C -8.781 0.013 0.771 -0.126
C -7.836 -0.887 0.504 -0.230
C -6.434 -0.635 0.209 -0.038
C -5.579 -1.718 0.016 -0.199
C -4.241 -1.515 -0.250 -0.233
C -3.717 -0.235 -0.347 0.215
O -2.371 -0.151 -0.658 -0.546
C -1.597 0.880 -0.078 -0.082
C -0.153 0.365 -0.097 0.074
O 0.179 -0.032 -1.417 -0.740
C -0.001 -0.822 0.874 -0.259
N 1.165 -1.636 0.560 -0.654
C 2.447 -1.169 1.066 -0.242
C 3.149 -0.247 0.045 -0.068
C 4.637 -0.130 0.255 -0.054
C 5.464 -1.230 0.488 -0.208
C 6.819 -1.069 0.665 -0.247
C 7.405 0.201 0.623 0.345
O 8.734 0.244 0.811 -0.474
C 9.394 1.492 0.807 -0.258
C 6.584 1.305 0.397 -0.306
C 5.225 1.130 0.216 -0.183
N 2.790 -0.688 -1.349 -0.430
C 3.286 -2.018 -1.716 -0.423
C 3.190 0.310 -2.346 -0.417
C -4.565 0.872 -0.185 0.317
O -4.007 2.115 -0.331 -0.525
C -4.835 3.246 -0.186 -0.253
C -5.902 0.652 0.102 -0.287
H -10.857 0.146 0.338 0.222
H -10.479 0.044 2.049 0.222
H -10.360 -1.404 1.036 0.214
H -8.556 1.071 0.789 0.184
H -8.111 -1.935 0.505 0.201
H -5.962 -2.724 0.083 0.216
H -3.575 -2.353 -0.398 0.219
H -1.913 1.090 0.948 0.196
H -1.673 1.799 -0.669 0.208
H 0.529 1.180 0.165 0.177
H -0.603 -0.500 -1.752 0.510
H 0.014 -0.438 1.903 0.187
H -0.882 -1.455 0.752 0.224
H 0.993 -2.577 0.890 0.387
H 3.076 -2.035 1.270 0.212
H 2.351 -0.610 2.008 0.209
H 2.719 0.755 0.134 0.217
H 5.059 -2.228 0.544 0.211
H 7.457 -1.918 0.847 0.238
H 9.021 2.143 1.602 0.184
H 10.443 1.267 0.989 0.215
H 9.294 1.994 -0.159 0.182
H 6.991 2.302 0.365 0.233
H 4.610 2.003 0.051 0.212
H 1.731 -0.717 -1.330 0.518
H 2.929 -2.755 -1.003 0.230
H 2.914 -2.282 -2.703 0.231
H 4.375 -2.019 -1.736 0.232
H 4.272 0.439 -2.333 0.232
H 2.878 -0.014 -3.337 0.230
H 2.711 1.263 -2.133 0.229
H -4.186 4.104 -0.354 0.203
H -5.261 3.306 0.820 0.181
H -5.640 3.252 -0.927 0.185
H -6.559 1.495 0.230 0.219

---

(7)
63
Properties=species:S:1:pos:R:3:nbo_charge:R:1 method="wB97M-V/def2-TZVPD" charge=+2 max_force_ev_per_a=2.11 orbital_gap_ha=0.29346 lumo_energy_ev=-6.7
C -3.097 -1.494 -2.241 -0.613
H -3.520 -2.207 -1.500 0.231
H -3.581 -1.608 -3.216 0.240
H -3.353 -0.463 -1.907 0.216
C -1.566 -1.666 -2.329 -0.386
H -1.064 -0.697 -2.563 0.132
H -1.233 -1.924 -1.310 0.184
C -1.103 -2.769 -3.285 -0.618
H -0.127 -3.200 -3.017 0.211
H -1.831 -3.597 -3.263 0.246
H -0.997 -2.404 -4.314 0.227
C 2.416 1.622 -1.393 -0.187
C 2.564 0.680 -2.481 -0.188
C 1.404 0.829 -3.329 -0.156
C 0.542 1.804 -2.748 -0.090
C 1.147 2.284 -1.556 -0.170
C 0.594 3.404 -0.759 -0.645
C -0.678 2.388 -3.357 -0.660
C 1.113 0.194 -4.640 -0.649
C 3.711 -0.242 -2.701 -0.648
C 3.380 1.937 -0.311 -0.641
Sc 0.810 0.035 -1.165 2.108
H -1.327 2.818 -2.596 0.234
H -0.443 3.197 -4.061 0.265
H -1.274 1.652 -3.897 0.232
H -0.494 3.469 -0.858 0.234
H 0.782 3.296 0.312 0.234
H 1.003 4.371 -1.089 0.263
H 3.993 1.073 -0.025 0.229
H 4.069 2.738 -0.624 0.266
H 2.865 2.286 0.593 0.235
H 3.474 -1.020 -3.441 0.241
H 4.579 0.333 -3.064 0.271
H 4.025 -0.763 -1.783 0.227
H 0.044 -0.069 -4.757 0.230
H 1.343 0.909 -5.449 0.265
H 1.709 -0.709 -4.817 0.237
C -0.577 -1.431 5.189 -0.438
N 0.151 -1.324 3.953 -0.121
N -0.356 -0.768 2.829 -0.183
C 0.588 -0.811 1.851 0.554
O 0.347 -0.249 0.719 -0.906
C 1.707 -1.503 2.396 -0.380
C 1.394 -1.768 3.711 0.271
C 2.232 -2.371 4.759 -0.669
C -1.612 -0.085 2.778 0.154
C -1.874 0.901 3.721 -0.240
C -3.107 1.551 3.700 -0.183
C -4.039 1.242 2.708 -0.176
C -3.749 0.265 1.750 -0.182
C -2.527 -0.405 1.773 -0.235
H -0.603 -2.484 5.494 0.242
H -1.604 -1.105 5.064 0.256
H -0.069 -0.805 5.934 0.235
H 2.620 -1.723 1.856 0.250
H 2.417 -1.686 5.593 0.257
H 1.806 -3.291 5.175 0.258
H 3.198 -2.615 4.303 0.255
H -1.131 1.127 4.486 0.231
H -3.333 2.274 4.473 0.244
H -4.996 1.759 2.678 0.245
H -4.479 0.011 0.991 0.234
H -2.285 -1.191 1.056 0.221